Entry 1:
# C4H3I

An isolated molecule of C4H3I (ωB97M-V with the def2-TZVPD basis set, OMol25).

DFT total energy   -12289.761 eV
Relative energy (zero: lowest compared OMol25 entry of this formula, charge and spin)   51.4 kcal/mol
<S²>   2.017
Kohn-Sham gap (spin up / spin down)   6.674 / 8.017 eV
Multiplicity   3

Last column: Löwdin charge in e.
Atoms and positions in Å:
C1 -0.111 -1.210 0.238  0.0112
C2 -1.080 -0.114 -0.066  -0.7559
C3 1.026 -0.332 -0.218  -0.2016
C4 0.008 0.666 0.281  -0.1546
I1 -3.153 0.172 0.055  0.7939
H1 2.156 -0.406 0.111  0.1410
H2 1.044 -0.335 -1.267  0.0654
H3 0.111 1.558 0.865  0.1006

=====

Entry 2:
# C4H3I3

A 2-piece molecular cluster, C4H3I3 overall (ωB97M-V with the def2-TZVPD basis set, OMol25).

DFT total energy   -28492.507 eV
Relative energy (zero: lowest compared OMol25 entry of this formula, charge and spin)   86.4 kcal/mol
Kohn-Sham gap (spin up / spin down)   6.992 / 6.993 eV

Last column: Löwdin charge in e.
Atoms and positions in Å:
C1 -0.321 -1.225 0.186  -0.2197
C2 -1.261 -0.455 0.306  -0.6736
C3 0.833 -2.058 -0.034  -0.0855
C4 -0.703 3.168 -0.148  -1.3666
I1 0.293 2.868 -1.923  0.6344
I2 0.609 3.326 1.463  0.5973
I3 -2.711 0.909 0.670  0.9066
H1 0.448 -2.969 0.057  0.0340
H2 1.700 -1.749 0.488  0.0769
H3 1.114 -1.815 -1.065  0.0963

=====

Entry 3:
# C4H3IN2

C4H3IN2 as an isolated structure (ωB97M-V with the def2-TZVPD basis set, OMol25).

DFT total energy   -15269.671 eV
Relative energy (zero: lowest compared OMol25 entry of this formula, charge and spin)   145.2 kcal/mol
Kohn-Sham gap (spin up / spin down)   5.981 / 5.975 eV

Last column: Löwdin charge in e.
Atoms and positions in Å:
C1 1.687 1.384 -1.500  -0.7222
C2 -0.703 -0.501 1.826  0.1127
C3 -0.953 -0.797 0.526  -0.3332
C4 -0.073 -0.202 -0.386  -0.4285
N1 1.290 0.958 -2.641  -0.4432
N2 1.937 1.686 -0.406  0.0992
I1 -0.211 -0.353 -2.400  1.4721
H1 -1.311 -0.874 2.632  0.0750
H2 0.128 0.140 2.072  0.0814
H3 -1.790 -1.439 0.276  0.0866

=====

Entry 4:
# C4H3InO2

C4H3InO2 as an isolated structure (ωB97M-V with the def2-TZVPD basis set, OMol25).

DFT total energy   -13459.281 eV
Kohn-Sham gap (spin up / spin down)   5.604 / 5.605 eV

Last column: Löwdin charge in e.
Atoms and positions in Å:
O1 3.140 0.529 -0.919  -0.3644
C1 0.525 -1.217 0.769  -0.3873
C2 -0.695 -0.844 0.349  -0.2266
C3 -1.891 -0.469 0.113  0.0140
C4 -3.114 0.100 -0.135  -0.3284
O2 -4.242 -0.233 0.340  -0.0455
H1 2.832 0.766 -1.803  0.0217
H2 -3.083 1.007 -0.785  0.1148
In1 2.133 -0.168 0.393  1.1774
H3 0.517 -2.063 1.475  0.0244

=====

Entry 5:
# C4H3IrO4

C4H3IrO4 as an isolated structure (ωB97M-V with the def2-TZVPD basis set, OMol25).

DFT total energy   -15204.302 eV
Total charge   +1
Relative energy (zero: lowest compared OMol25 entry of this formula, charge and spin)   73.7 kcal/mol
<S²>   8.791
Kohn-Sham gap (spin up / spin down)   5.055 / 6.924 eV
Multiplicity   6

Last column: Löwdin charge in e.
Atoms and positions in Å:
C1 0.148 0.982 0.266  -0.0501
C2 -1.018 0.297 0.058  -0.1289
H1 -2.002 0.760 0.161  0.1526
O1 0.218 0.846 2.679  0.1131
C3 0.840 1.128 1.521  -0.4220
O2 1.338 2.325 1.466  0.0901
H2 -0.380 1.564 2.922  0.1503
O3 -1.102 -1.037 -0.243  0.0048
C4 -0.342 -1.503 -1.301  -0.4115
O4 0.150 -2.618 -1.130  0.0395
Ir1 1.523 -0.652 -1.698  1.1827
H3 0.517 2.447 0.291  0.2795

=====

Entry 6:
# C4H3Li2NiO2

C4H3Li2NiO2 as an isolated structure (ωB97M-V with the def2-TZVPD basis set, OMol25).

DFT total energy   -49707.813 eV
Total charge   +3
<S²>   2.021
Kohn-Sham gap (spin up / spin down)   8.813 / 5.651 eV
Multiplicity   3

Last column: Löwdin charge in e.
Atoms and positions in Å:
C1 -0.252 0.065 1.249  0.1170
O1 -1.016 0.428 2.082  0.1087
Ni1 -1.659 0.300 3.786  0.8892
Li1 2.348 -0.126 -1.004  0.8651
C2 -0.280 -1.860 -1.008  0.2229
C3 -0.213 -0.641 -1.345  0.0142
C4 -0.105 0.581 -0.604  -0.3536
O2 1.101 1.214 -0.716  -0.2949
Li2 1.400 2.961 -0.979  0.8924
H1 -0.247 -2.849 -1.454  0.1221
H2 -0.998 1.221 -0.685  0.1721
H3 -0.080 -1.294 0.676  0.2448

=====

Entry 7:
# C4H3Li2O2Sr

C4H3Li2O2Sr as an isolated structure (ωB97M-V with the def2-TZVPD basis set, OMol25).

DFT total energy   -9528.589 eV
Total charge   +1
Relative energy (zero: lowest compared OMol25 entry of this formula, charge and spin)   17.8 kcal/mol
Kohn-Sham gap (spin up / spin down)   2.984 / 2.993 eV

Last column: Löwdin charge in e.
Atoms and positions in Å:
O1 1.730 -0.111 -0.500  -0.5192
C1 0.435 0.293 -0.507  -0.4760
C2 -0.615 -0.463 -0.125  -0.2584
Sr1 3.734 0.192 0.868  1.5389
Li1 -1.673 -2.087 -0.635  0.6839
H1 0.344 1.398 -0.580  0.0918
C3 -3.081 -0.300 0.358  -0.4487
C4 -1.946 0.172 -0.240  -0.2725
O2 -4.288 0.203 0.299  -0.3391
H2 -2.970 -1.210 0.995  0.0977
H3 -2.078 1.076 -0.863  0.0932
Li2 -5.159 1.513 -0.428  0.8084

=====

Entry 8:
# C4H3LiNaO2

C4H3LiNaO2 as an isolated structure (ωB97M-V with the def2-TZVPD basis set, OMol25).

DFT total energy   -12902.572 eV
Total charge   +1
Kohn-Sham gap (spin up / spin down)   6.848 / 4.352 eV

Last column: Löwdin charge in e.
Atoms and positions in Å:
Li1 2.539 0.425 -0.469  0.5830
O1 1.221 -0.755 0.489  -0.1644
C1 0.022 -1.134 0.486  -0.2012
H1 -1.269 -1.704 -1.213  0.1314
H2 -0.280 -1.858 1.244  0.1443
C2 -1.255 0.417 -0.749  -0.0396
C3 -0.955 -0.886 -0.575  -0.0710
C4 -0.501 1.296 0.094  -0.1346
O2 0.208 2.122 0.475  0.1236
Na1 2.444 1.313 1.418  0.4916
H3 -2.175 0.763 -1.201  0.1368

=====

Entry 9:
# C4H3N2O2

An isolated ion of composition C4H3N2O2 and charge +1 (ωB97M-V with the def2-TZVPD basis set, OMol25).

DFT total energy   -11260.678 eV
Total charge   +1
Relative energy (zero: lowest compared OMol25 entry of this formula, charge and spin)   21.9 kcal/mol
Kohn-Sham gap   9.095 eV

Last column: Löwdin charge in e.
Atoms and positions in Å:
C1 0.332 1.823 0.015  -0.1911
C2 -1.105 0.029 -0.021  -0.3029
C3 -1.585 -1.520 0.022  0.2140
C4 1.339 -0.360 -0.007  0.0326
N1 0.523 2.944 0.041  0.2744
N2 0.157 0.480 -0.007  -0.0289
O1 -2.171 0.569 -0.064  0.2524
O2 -2.428 -2.245 0.036  0.3997
H1 2.041 -0.013 0.755  0.1254
H2 1.052 -1.388 0.207  0.1001
H3 1.845 -0.320 -0.976  0.1243

=====

Entry 10:
# C4H3N2S2

An isolated ion of composition C4H3N2S2 and charge -1 (ωB97M-V with the def2-TZVPD basis set, OMol25).

DFT total energy   -28844.627 eV
Total charge   -1
Relative energy (zero: lowest compared OMol25 entry of this formula, charge and spin)   0.0 kcal/mol
Kohn-Sham gap   6.183 eV

Last column: Löwdin charge in e.
Atoms and positions in Å:
C1 0.903 -2.002 0.008  -0.5457
C2 -0.540 -0.255 -0.127  -0.1644
C3 1.569 0.460 0.001  -1.1969
C4 -1.272 0.859 0.028  -0.3501
N1 -0.245 -1.478 -0.122  -0.0674
N2 -2.547 1.015 0.046  0.0236
S1 2.049 1.965 -0.068  0.4462
S2 2.381 -0.996 -0.035  0.7956
H1 1.034 -3.152 0.027  0.0707
H2 -0.523 1.672 0.064  0.0444
H3 -2.809 1.913 0.178  -0.0560

=====

Entry 11:
# C4H3N3

An isolated molecule of C4H3N3 (ωB97M-V with the def2-TZVPD basis set, OMol25).

DFT total energy   -8663.522 eV
SMILES   C#Cc1cnn[nH]1
Relative energy (zero: lowest compared OMol25 entry of this formula, charge and spin)   66.6 kcal/mol
Kohn-Sham gap   10.053 eV

Last column: Löwdin charge in e.
Atoms and positions in Å:
C1 -0.226 -2.408 -0.270  0.1289
C2 -0.163 -1.342 0.288  -0.0747
C3 0.073 0.048 0.351  -0.3010
C4 0.930 0.694 -0.506  -0.0988
N1 0.620 2.008 -0.512  -0.0003
N2 -0.368 2.213 0.304  -0.0146
N3 -0.711 1.038 0.834  0.0451
H1 -0.296 -3.205 -0.976  0.0396
H2 1.705 0.243 -1.112  0.1142
H3 -1.443 1.014 1.529  0.1616

=====

Entry 12:
# C4H3N3O

An isolated molecule of C4H3N3O (ωB97M-V with the def2-TZVPD basis set, OMol25).

DFT total energy   -10711.198 eV
SMILES   O=c1ccnncn1
Relative energy (zero: lowest compared OMol25 entry of this formula, charge and spin)   56.6 kcal/mol
Kohn-Sham gap   8.471 eV

Last column: Löwdin charge in e.
Atoms and positions in Å:
C1 0.448 0.840 -0.707  -0.4769
C2 0.438 -0.573 -1.206  0.0203
C3 0.295 -1.596 -0.344  -0.0944
C4 -1.293 0.524 0.810  -0.1635
H1 0.725 -0.747 -2.260  0.1263
H2 0.468 -2.616 -0.662  0.1003
H3 -2.243 0.850 1.253  0.1224
N1 0.015 -1.462 1.071  0.0438
N2 -0.600 -0.463 1.565  0.0403
N3 -0.777 1.191 -0.129  0.1722
O1 1.407 1.559 -0.900  0.1092

=====

Entry 13:
# C4H3N3O

An isolated molecule of C4H3N3O (ωB97M-V with the def2-TZVPD basis set, OMol25).

DFT total energy   -10710.572 eV
SMILES   c1nnc2c(n1)OC2
Relative energy (zero: lowest compared OMol25 entry of this formula, charge and spin)   71.0 kcal/mol
Kohn-Sham gap   9.752 eV

Last column: Löwdin charge in e.
Atoms and positions in Å:
C1 1.479 -0.060 1.144  0.0741
C2 -0.427 0.480 0.587  -0.3284
C3 -1.612 0.040 -1.241  -0.2341
C4 0.609 -0.075 -0.128  -0.2137
H1 1.711 -1.064 1.594  0.1450
H2 2.246 0.596 1.285  0.0811
H3 -2.513 0.204 -1.724  0.0840
N1 -1.578 0.605 -0.043  0.1616
N2 -0.681 -0.552 -1.982  0.0586
N3 0.578 -0.764 -1.270  0.1195
O1 0.189 0.590 1.778  0.0523

=====

Entry 14:
# C4H3N3O

An isolated molecule of C4H3N3O (ωB97M-V with the def2-TZVPD basis set, OMol25).

DFT total energy   -10710.463 eV
SMILES   [H]/N=c1/[nH]c(C#N)co1
Relative energy (zero: lowest compared OMol25 entry of this formula, charge and spin)   73.5 kcal/mol
Kohn-Sham gap   8.783 eV

Last column: Löwdin charge in e.
Atoms and positions in Å:
C1 0.938 -0.973 0.039  -0.3422
C2 -0.606 0.759 -0.296  -0.2415
C3 -1.041 -0.063 0.701  -0.0572
C4 -1.079 2.118 -0.517  -0.1282
H1 1.553 -2.672 0.648  0.0755
H2 1.459 0.519 -1.540  0.2476
H3 -2.004 -0.150 1.292  0.1676
N1 2.071 -1.724 0.399  0.0535
N2 0.779 0.346 -0.596  0.0870
N3 -1.824 2.996 -0.957  0.1351
O1 -0.246 -1.156 0.826  0.0028

=====

Entry 15:
# C4H3N3O2

C4H3N3O2 as an isolated structure (ωB97M-V with the def2-TZVPD basis set, OMol25).

DFT total energy   -12758.601 eV
Relative energy (zero: lowest compared OMol25 entry of this formula, charge and spin)   50.4 kcal/mol
Kohn-Sham gap   9.073 eV

Last column: Löwdin charge in e.
Atoms and positions in Å:
C1 -2.937 0.198 0.000  -0.3133
C2 0.473 -0.377 -0.035  -0.3202
C3 1.198 0.914 0.007  -0.0271
C4 2.484 -0.748 -0.018  -0.2055
H1 -3.370 1.184 -0.223  0.1433
H2 0.746 1.861 0.043  0.1009
H3 3.386 -1.314 -0.179  0.1130
N1 -0.784 -0.599 0.175  0.1776
N2 2.473 0.651 0.163  0.1147
N3 1.401 -1.418 0.001  0.1363
O1 -3.479 -0.852 0.083  0.1222
O2 -1.591 0.498 -0.017  -0.0419

=====

Entry 16:
# C4H3NO

C4H3NO as an isolated structure (ωB97M-V with the def2-TZVPD basis set, OMol25).

DFT total energy   -7728.482 eV
Relative energy (zero: lowest compared OMol25 entry of this formula, charge and spin)   98.3 kcal/mol
Kohn-Sham gap   8.651 eV

Last column: Löwdin charge in e.
Atoms and positions in Å:
O1 1.439 0.021 -1.020  0.0226
C1 0.333 -0.206 -0.215  -0.3887
C2 -0.920 0.324 -0.603  -0.0946
C3 -1.988 0.772 -0.936  0.1253
C4 0.510 -0.625 1.031  -0.1807
N1 0.730 -0.885 2.211  0.2065
H1 1.898 -0.816 -1.141  0.1031
H2 0.931 0.261 1.921  0.1813
H3 -2.932 1.154 -1.249  0.0253

=====

Entry 17:
# C4H3NO

An isolated molecule of C4H3NO (ωB97M-V with the def2-TZVPD basis set, OMol25).

DFT total energy   -7728.747 eV
Relative energy (zero: lowest compared OMol25 entry of this formula, charge and spin)   92.2 kcal/mol
Kohn-Sham gap (spin up / spin down)   8.733 / 8.317 eV

Last column: Löwdin charge in e.
Atoms and positions in Å:
O1 1.066 -1.807 0.449  0.0674
C1 0.399 0.455 0.472  -0.0333
C2 -0.397 0.979 -0.558  -0.1265
C3 -1.054 1.432 -1.467  0.1439
C4 0.252 -0.858 1.000  -0.6259
N1 -0.520 -0.784 1.963  0.2977
H1 0.604 -2.137 -0.331  0.1149
H2 1.340 0.954 0.707  0.1257
H3 -1.663 1.846 -2.240  0.0360

=====

Entry 18:
# C4H3NO

An isolated molecule of C4H3NO (ωB97M-V with the def2-TZVPD basis set, OMol25).

DFT total energy   -7731.247 eV
SMILES   C#C[C@H](O)C#N
Relative energy (zero: lowest compared OMol25 entry of this formula, charge and spin)   34.5 kcal/mol
Kohn-Sham gap   11.701 eV

Last column: Löwdin charge in e.
Atoms and positions in Å:
O1 0.814 0.284 -1.494  0.0006
C1 -0.219 0.335 -0.542  -0.3981
C2 -0.293 -0.854 0.329  -0.0696
C3 -0.357 -1.834 1.025  0.1447
C4 -0.098 1.564 0.283  -0.1511
N1 0.060 2.532 0.895  0.1662
H1 1.659 0.267 -1.024  0.1118
H2 -1.148 0.407 -1.118  0.1571
H3 -0.418 -2.701 1.646  0.0385

=====

Entry 19:
# C4H3NO

C4H3NO as an isolated structure (ωB97M-V with the def2-TZVPD basis set, OMol25).

DFT total energy   -7727.038 eV
Relative energy (zero: lowest compared OMol25 entry of this formula, charge and spin)   131.6 kcal/mol
Kohn-Sham gap   8.378 eV

Last column: Löwdin charge in e.
Atoms and positions in Å:
C1 -1.050 0.168 3.059  0.2910
C2 -0.970 0.069 1.688  -0.3350
C3 -0.176 -0.011 -0.110  -0.4194
C4 0.674 0.026 -1.278  0.0097
N1 -1.424 0.135 0.154  0.1788
O1 0.344 -0.259 1.202  -0.0393
H1 1.060 0.977 -1.633  0.0951
H2 0.060 -0.528 -2.121  0.1470
H3 1.482 -0.577 -0.962  0.0720

=====

Entry 20:
# C4H3NO

An isolated molecule of C4H3NO (ωB97M-V with the def2-TZVPD basis set, OMol25).

DFT total energy   -7730.146 eV
SMILES   C#C[C@H]1N=C1O
Relative energy (zero: lowest compared OMol25 entry of this formula, charge and spin)   59.9 kcal/mol
Kohn-Sham gap   10.140 eV

Last column: Löwdin charge in e.
Atoms and positions in Å:
O1 1.807 1.195 -0.517  0.1434
C1 -0.655 0.528 -0.037  -0.2143
C2 -0.871 -0.903 -0.069  -0.0999
C3 -1.011 -2.098 -0.126  0.1166
C4 0.665 1.043 0.127  -0.4536
N1 0.065 1.141 1.220  0.2292
H1 2.548 1.106 0.090  0.1293
H2 -1.408 1.145 -0.520  0.1232
H3 -1.140 -3.157 -0.167  0.0262